(1)
The following is a quantum chemistry calculation of 7 unconnected molecules or ions with the total composition C34H68ClN8O7 in a non-equilibrium geometry, from the Open Molecules 2025 dataset.

Output
M	736.4	g/mol
total charge	+1
highest occupied orbital energy	-10.097	eV
orbital gap	6.3	eV
spin multiplicity	1
largest force on an atom	2.89	eV Å⁻¹

Last column: Mulliken charge in e.
Element x y z (Å)
C 7.66867 3.90110 0.75464  -0.82
C 6.38215 3.62898 1.09020  -0.01
C 5.27011 3.96243 0.01016  -0.92
C 3.96008 3.16825 0.26456  0.66
N 3.40714 3.25448 1.52223  -0.11
C 2.23063 2.64865 1.90957  0.08
C 1.76639 2.88729 3.37818  -1.07
N 1.53804 4.32028 3.68788  -0.41
C 1.52535 4.45291 5.17332  -0.86
C 1.48075 1.85066 0.93566  -0.26
C 0.10526 1.17046 1.29073  0.22
Cl 0.01173 -0.55274 0.74395  -0.07
C -1.01884 2.11292 0.61812  -0.17
C -2.09328 1.32578 -0.22415  -0.81
C 2.06374 1.70022 -0.42706  0.10
C 3.33563 2.37516 -0.78123  0.48
C 3.86940 2.20978 -2.24536  -1.30
O 5.27178 2.00484 -2.35140  -0.45
C 5.74647 0.90459 -1.55757  -0.22
C 5.11802 -0.49851 -1.90696  -0.79
H 8.49444 4.01447 1.50121  0.26
H 7.92554 4.05065 -0.31992  0.26
H 6.12899 3.21851 2.10299  0.23
H 5.65388 3.90927 -1.03543  0.46
H 5.01731 5.05210 0.19448  0.49
H 3.89339 3.82067 2.22836  0.37
H 0.83625 2.32576 3.65736  0.46
H 2.59781 2.50630 4.03969  0.34
H 0.57152 4.51962 3.39109  0.25
H 0.91008 5.33027 5.50915  0.32
H 2.55726 4.63016 5.59155  0.28
H 1.07331 3.54162 5.67246  0.30
H -0.10186 1.19177 2.38590  0.20
H -0.55709 2.89626 -0.04798  0.36
H -1.58766 2.69338 1.40192  0.14
H -2.74587 0.72258 0.46812  0.37
H -1.67370 0.70991 -1.05314  -0.21
H -2.79047 2.06758 -0.71425  0.41
H 1.47831 1.07646 -1.14167  0.11
H 3.59933 3.14040 -2.82607  0.46
H 3.25528 1.38884 -2.72346  0.38
H 5.70060 1.10308 -0.44273  0.17
H 6.84916 0.81701 -1.78231  0.35
H 4.00736 -0.50764 -2.01137  0.11
H 5.41699 -1.19962 -1.07088  0.33
H 5.65134 -0.90175 -2.81489  0.34
C -1.09565 -0.13731 -3.21488  1.31
O -2.16291 0.44784 -3.27954  -0.63
N -0.69012 -1.12010 -4.04163  0.26
C 0.59991 -1.76521 -3.89102  -0.68
C -1.57248 -1.54612 -5.11592  -0.74
H -0.34826 0.10547 -2.43665  -0.80
H 1.18180 -1.62122 -4.80322  0.34
H 0.44921 -2.83288 -3.72207  0.42
H 1.14905 -1.34590 -3.04856  -0.12
H -1.78300 -0.69389 -5.76507  0.30
H -2.51135 -1.89960 -4.68873  0.06
H -1.11051 -2.34348 -5.69529  0.37
C 4.29650 -3.44860 -3.21317  0.14
O 3.22467 -2.86895 -3.28986  -0.44
N 4.71033 -4.43231 -4.03483  0.14
C 6.00101 -5.07426 -3.87970  -0.98
C 3.83431 -4.86322 -5.10956  -0.94
H 5.03277 -3.19863 -2.43323  0.15
H 6.58501 -4.93071 -4.79167  0.38
H 5.85165 -6.14215 -3.70856  0.35
H 6.54662 -4.65136 -3.03658  0.31
H 3.62194 -4.01467 -5.76326  0.29
H 2.89391 -5.22047 -4.68545  0.27
H 4.30260 -5.66012 -5.68442  0.39
C 2.35025 -6.19640 -0.18109  0.02
O 3.24890 -6.37527 -0.98183  -0.55
N 1.80309 -4.99357 0.11852  0.19
C 0.73271 -4.85001 1.08446  -0.83
C 2.31036 -3.81287 -0.55421  -0.39
H 1.89853 -7.03056 0.38035  0.26
H -0.13980 -4.41329 0.59196  0.28
H 1.06217 -4.18976 1.89081  0.28
H 0.45704 -5.81638 1.50575  0.30
H 2.18116 -3.92933 -1.63008  0.16
H 3.37697 -3.70856 -0.33995  0.24
H 1.78167 -2.92260 -0.21770  0.03
C -4.74112 -2.65366 -3.51680  0.15
O -4.64967 -3.20220 -4.60111  -0.67
N -5.39475 -3.14949 -2.44187  0.11
C -5.46004 -2.43516 -1.18079  -0.68
C -6.05274 -4.43838 -2.55328  -0.97
H -4.27764 -1.67048 -3.32533  0.25
H -5.01162 -3.04874 -0.39798  0.32
H -6.50241 -2.24168 -0.93463  0.29
H -4.92421 -1.48640 -1.24334  0.19
H -5.31383 -5.19884 -2.81436  0.31
H -6.80090 -4.39347 -3.34722  0.31
H -6.53273 -4.70134 -1.61166  0.34
C -7.81231 -2.44892 1.96221  0.08
O -7.02394 -3.02203 1.23207  -0.52
N -7.94012 -1.10480 2.07554  0.15
C -8.90514 -0.49605 2.97008  -0.93
C -7.08425 -0.24711 1.27652  -0.89
H -8.50821 -3.00463 2.61146  0.26
H -9.59242 0.12337 2.38944  0.34
H -8.37859 0.12882 3.69535  0.33
H -9.47488 -1.25677 3.50274  0.30
H -7.24685 -0.45992 0.21883  0.24
H -6.03916 -0.45602 1.51712  0.31
H -7.30371 0.80050 1.47658  0.38
C -2.32353 4.94220 4.82363  0.22
O -2.12126 5.19680 3.64724  -0.66
N -3.14548 5.63010 5.64306  0.12
C -3.33240 5.26342 7.03403  -0.92
C -3.86632 6.77536 5.11322  -0.94
H -1.82649 4.09277 5.32248  0.24
H -4.38629 5.03531 7.20651  0.35
H -3.03411 6.10035 7.66898  0.35
H -2.73244 4.39039 7.29011  0.30
H -4.49536 6.45172 4.28204  0.30
H -3.15048 7.51097 4.74194  0.30
H -4.48532 7.22527 5.88743  0.38


(2)
The following is a quantum chemistry calculation of 2 unconnected molecules or ions with the total composition C4H8FIO in a non-equilibrium geometry, from the Open Molecules 2025 dataset.

Output
M	218.0	g/mol
highest occupied orbital energy	-9.249	eV
orbital gap	8.6	eV
spin multiplicity	1
relative energy (zero: lowest compared OMol25 entry of this formula, charge and spin)	1.687	eV
largest force on an atom	4.33	eV Å⁻¹
SMILES	C/C=C(/C)F.OI

Last column: Mulliken charge in e.
Element x y z (Å)
C -1.00883 -1.48835 -0.03525  -0.68
C -0.86196 -0.01587 -0.26563  -0.52
C -0.53567 0.85605 0.63134  0.63
C -0.12340 2.26309 0.45018  -1.15
F -0.61186 0.48190 1.90412  -0.29
H -0.84644 -1.95033 0.98276  0.23
H -2.07509 -1.71152 -0.38233  0.27
H -0.20679 -1.89344 -0.69850  0.07
H -0.75919 0.10696 -1.24380  0.47
H -1.05426 2.84140 0.73788  0.27
H 0.11230 2.40854 -0.55213  0.32
H 0.66599 2.52953 1.11520  0.36
O 2.45072 -1.94854 -1.27440  -0.65
I 3.33985 -0.76461 0.01658  0.25
H 1.51462 -1.71481 -1.38604  0.42


(3)
The following is a quantum chemistry calculation of a molecular structure, C10H10ClNO2Sn in a non-equilibrium geometry, from the Open Molecules 2025 dataset.

Output
M	330.4	g/mol
total charge	+2
highest occupied orbital energy (spin up / spin down)	-16.857 / -16.780	eV
orbital gap (spin up / spin down)	6.2 / 6.0	eV
spin multiplicity	1
relative energy (zero: lowest compared OMol25 entry of this formula, charge and spin)	0.000	eV
largest force on an atom	4.17	eV Å⁻¹

Last column: Mulliken charge in e.
Element x y z (Å)
Cl -1.92844 2.52424 -1.47504  -0.11
C -0.83307 -1.97707 -1.12606  -0.58
C 0.55543 -2.21615 -1.05520  -0.42
C 1.23592 -1.23138 -1.81733  -0.79
H 1.03282 -3.06749 -0.54686  0.49
C 0.27437 -0.33873 -2.39033  0.71
C -1.04407 -0.77669 -1.90382  -0.42
H -1.98672 -0.43746 -2.32815  0.64
H -1.62696 -2.63985 -0.75334  0.47
H 2.30762 -1.18320 -2.01199  0.47
C 0.52675 0.72018 -3.39536  -1.05
Sn -0.19353 0.58754 -0.16573  1.16
C 2.13799 1.38076 0.85374  0.19
O 3.02137 1.64432 1.53177  -0.08
C -2.05830 1.96064 0.31906  0.37
O -2.84159 2.39459 1.08613  -0.17
H 1.48584 1.21780 -3.21721  0.38
H -0.26274 1.47362 -3.39285  0.25
H 0.55818 0.27503 -4.39806  0.38
C -0.02524 -0.03469 4.85071  -0.85
C -0.10498 -0.07801 3.41579  0.41
N -0.21186 -0.13825 2.25942  -0.44
H 0.88721 -0.53603 5.19410  0.32
H -0.89970 -0.53395 5.28504  0.32
H -0.00633 1.01023 5.18159  0.31


Which value of M does entry 2 give? 218.0 g/mol